# 1
Formula: C19H16Cl4IrN4O7P
Source: OMol25
Level of theory: ωB97M-V with the def2-TZVPD basis set

Geometry as XYZ:
```
52
Properties=species:S:1:pos:R:3:lowdin_charge:R:1
Ir -0.1309 0.1577 0.0300 1.265
O -2.9483 3.6434 4.4381 0.086
C -2.3365 2.9263 3.4721 -0.278
C -2.0557 3.4518 2.2144 0.076
C -1.4257 2.6373 1.2925 -0.164
N -1.1121 1.3794 1.5818 -0.010
C -1.3586 0.8717 2.7883 -0.187
C -1.9605 1.6171 3.7792 0.084
C -0.7977 -0.5380 2.9603 -0.655
O -0.4224 -0.9025 4.0767 0.022
O -0.6856 -1.1776 1.8708 -0.139
C -0.9998 3.1014 -0.1036 -0.617
O -1.2383 4.2468 -0.4395 0.057
O -0.3776 2.2019 -0.7718 -0.172
H -3.1728 4.5190 4.1035 0.117
H -2.2972 4.4680 1.9316 0.132
H -2.1192 1.1982 4.7606 0.136
Cl 0.5795 -2.5487 -6.2874 0.704
C 1.1317 -2.3250 -4.6823 -0.696
C 2.5120 -2.5567 -4.3868 -0.703
Cl 3.5690 -3.0429 -5.6505 0.690
C 2.9726 -2.4014 -3.1146 -0.615
Cl 4.6181 -2.6759 -2.6989 0.712
C 2.1060 -2.0009 -2.0315 -0.376
O 2.5134 -1.9326 -0.8603 -0.065
C 0.7030 -1.7202 -2.3579 -0.343
O -0.1193 -1.3500 -1.4523 -0.214
C 0.2644 -1.9296 -3.6983 -0.620
Cl -1.3931 -1.6403 -4.0325 0.738
C 3.1483 -0.1218 3.9569 -0.104
N 3.3811 -1.2218 2.9162 -0.060
C 4.6702 -0.9242 2.1519 -0.108
N 4.6482 0.3833 1.5969 -0.141
C 4.4360 1.3676 2.6470 -0.166
N 3.1837 1.1635 3.3615 -0.139
C 2.0188 1.3934 2.4972 -0.260
P 1.9514 0.2400 1.0466 0.910
C 2.2177 -1.3302 1.9791 -0.219
C 3.6910 0.5123 0.4841 -0.257
H 3.9547 -0.2264 4.6870 0.143
H 2.1744 -0.3298 4.4088 0.140
H 3.4800 -2.1105 3.4081 0.184
H 4.7602 -1.6869 1.3766 0.149
H 5.4813 -1.0123 2.8796 0.142
H 4.4339 2.3642 2.2053 0.138
H 5.2623 1.3001 3.3618 0.136
H 2.0417 2.4243 2.1318 0.110
H 1.1209 1.2867 3.1006 0.083
H 2.4256 -2.1205 1.2614 0.091
H 1.3322 -1.5772 2.5604 0.078
H 3.7826 1.5131 0.0568 0.106
H 3.9298 -0.2137 -0.2876 0.078
```

Computed properties:
Energy above the lowest of the compared OMol25 structures with the same formula, charge and spin in kJ/mol: 0.0
Total charge: 0
2S+1: 5
HOMO level (alpha / beta) in Eh: -0.26418 / -0.31204
Expectation value of S²: 6.029
Gap between HOMO and LUMO (alpha / beta) in eV: 6.79 / 6.65
LUMO energy (alpha / beta) in eV: -0.398 / -1.837

---

# 2
Formula: C19H16Cl6GeN2SW
Source: OMol25
Level of theory: ωB97M-V with the def2-TZVPD basis set

Geometry as XYZ:
```
46
Properties=species:S:1:pos:R:3:lowdin_charge:R:1
W 0.5526 1.1439 -2.2169 1.024
C 1.4781 -3.8509 2.8527 0.005
C 0.2572 -3.3910 2.0093 -0.542
C -1.0332 -3.9497 2.6687 0.004
C 0.3839 -3.9467 0.5940 -0.046
C 0.1960 -1.9020 2.0557 -0.057
C 0.0932 -1.2538 3.3439 0.064
C 0.0545 0.0975 3.4781 0.000
C 0.1190 0.8714 2.3014 -0.377
S 0.1212 2.5698 2.1761 1.289
C 0.2468 2.4247 0.4405 -0.455
N 0.2590 1.1913 -0.0230 -0.082
C 0.2074 0.2584 1.0081 -0.239
C 0.2433 -1.1044 0.8876 0.081
C 0.3836 3.5186 -0.4853 -0.228
C 0.3583 4.8538 -0.1331 0.026
C 0.5276 5.8192 -1.1306 0.026
C 0.7245 5.4491 -2.4510 0.011
C 0.7632 4.1001 -2.8110 -0.045
C 0.5800 3.1064 -1.8423 -0.298
H 1.5194 -4.9391 2.8121 0.111
H 1.4040 -3.5692 3.9017 0.092
H 2.4081 -3.4550 2.4442 0.103
H -0.9712 -5.0375 2.6529 0.111
H -1.9199 -3.6468 2.1111 0.100
H -1.1490 -3.6469 3.7080 0.092
H 0.4257 -5.0333 0.6423 0.107
H 1.3020 -3.6115 0.1063 0.094
H -0.4778 -3.6874 -0.0252 0.094
H 0.0537 -1.8730 4.2284 0.138
H -0.0150 0.5700 4.4487 0.144
H 0.3203 -1.5725 -0.0834 0.108
H 0.2130 5.1682 0.8936 0.129
H 0.5102 6.8676 -0.8629 0.141
H 0.8597 6.2092 -3.2087 0.139
H 0.9360 3.8361 -3.8459 0.090
Cl 2.6737 0.2866 -1.8641 0.063
Ge 2.3676 -1.2232 -4.4044 0.506
Cl 0.8857 1.0758 -4.5782 0.016
Cl 4.0141 -0.4873 -5.4304 0.152
Cl -4.2503 -0.7611 -4.2264 0.715
C -4.0627 0.2335 -2.7817 -1.626
Cl -4.7631 1.8351 -2.9933 0.719
Cl -4.6721 -0.5762 -1.3435 0.700
C -2.6278 0.4369 -2.5863 -0.270
N -1.5006 0.5954 -2.4375 0.070
```

Computed properties:
Total charge: +3
2S+1: 4
HOMO level (alpha / beta) in Eh: -0.64926 / -0.67314
Expectation value of S²: 3.791
Gap between HOMO and LUMO (alpha / beta) in eV: 6.52 / 5.67
LUMO energy (alpha / beta) in eV: -11.144 / -12.647

---

# 3
Formula: C19H16Cl6NO3
Source: OMol25
Level of theory: ωB97M-V with the def2-TZVPD basis set

Geometry as XYZ:
```
45
Properties=species:S:1:pos:R:3:lowdin_charge:R:1
Cl 0.6590 0.5261 -0.3993 0.881
C 1.9328 3.1474 -1.7165 -0.715
Cl 3.1117 2.0984 -2.3587 0.665
C 0.8277 3.4399 -2.6642 -0.558
O 0.5076 2.7278 -3.6073 -0.064
C 0.2534 4.7861 -2.4592 -0.659
Cl -0.7645 5.3712 -3.6833 0.675
C 0.6248 5.5820 -1.3908 -0.736
Cl 0.0284 7.1832 -1.2439 0.632
C 1.5206 5.0983 -0.3870 -0.777
Cl 2.0152 6.1065 0.8830 0.619
C 2.0947 3.8312 -0.5150 -0.770
Cl 3.2008 3.2259 0.6457 0.637
C -1.5702 0.4999 2.4926 -0.077
C -2.3070 -0.4351 1.5431 -0.227
N -2.1342 -0.1733 0.1133 -0.112
C -3.1954 0.5852 -0.5305 -0.217
C -4.2986 -0.2922 -1.0853 -0.086
C -1.2537 -0.8628 -0.7281 -0.515
C 0.0745 -1.0233 -0.0261 -0.554
C 0.9680 -2.1740 -0.6171 -0.327
C 1.6844 -3.0968 0.3085 -0.134
C 1.3109 -3.3854 1.6443 -0.029
C 2.0494 -4.2703 2.4142 -0.099
C 3.1766 -4.9267 1.9153 -0.077
C 3.5373 -4.6841 0.5616 -0.064
C 2.7854 -3.7897 -0.2157 -0.017
O 0.9927 -2.3509 -1.8104 0.128
O -1.5008 -1.1310 -1.8916 0.094
H -1.7424 0.1409 3.5108 0.073
H -0.4930 0.5473 2.3181 0.058
H -1.9777 1.5106 2.4175 0.079
H -2.0466 -1.4788 1.7403 0.114
H -3.3819 -0.3145 1.7093 0.113
H -3.5946 1.2630 0.2400 0.120
H -2.7348 1.1627 -1.3452 0.135
H -5.0525 0.3497 -1.5541 0.073
H -3.8908 -0.9836 -1.8376 0.072
H -4.7747 -0.8709 -0.2791 0.070
H 0.0189 -1.0646 1.0419 0.053
H 0.3896 -2.9505 2.0358 0.105
H 1.7599 -4.4636 3.4560 0.105
H 3.7592 -5.6200 2.5042 0.094
H 4.3964 -5.1814 0.1264 0.096
H 3.0335 -3.6599 -1.2757 0.124
```

Computed properties:
Energy above the lowest of the compared OMol25 structures with the same formula, charge and spin in kJ/mol: 30.8
Total charge: -1
2S+1: 1
HOMO level in Eh: -0.13269
Gap between HOMO and LUMO in eV: 5.50
LUMO energy in eV: 1.885

---

# 4
Formula: C19H16ClLuN2O3
Source: OMol25
Level of theory: ωB97M-V with the def2-TZVPD basis set

Geometry as XYZ:
```
42
Properties=species:S:1:pos:R:3:lowdin_charge:R:1
Lu -0.9350 -1.2042 -0.1004 1.695
Cl -1.6501 5.0985 -3.9721 0.737
C -1.7978 3.5352 -3.2475 -0.638
C -2.5723 2.5291 -3.8164 -0.029
C -2.6390 1.2729 -3.2299 0.021
C -1.9497 1.0424 -2.0666 -0.315
O -1.9670 -0.1453 -1.4245 -0.309
C -1.1712 2.0330 -1.4693 -0.144
C -0.3283 1.8548 -0.3173 -0.007
N 0.0697 0.7725 0.2943 -0.052
C 1.0142 0.8564 1.3303 -0.216
C 1.8312 1.9146 1.5804 0.007
C 2.6375 1.9932 2.7205 -0.023
C 2.5933 0.9995 3.6581 0.014
C 1.7332 -0.1014 3.4369 -0.136
C 1.6194 -1.1390 4.3858 0.048
C 0.7511 -2.1780 4.1623 0.003
C 0.0598 -2.1845 2.9465 -0.121
N 0.1285 -1.2587 2.0372 -0.037
C 0.9646 -0.2127 2.2641 -0.166
C -1.1510 3.2701 -2.0737 -0.050
H -3.1083 2.6776 -4.7475 0.131
H -3.2112 0.4830 -3.6790 0.130
H 0.0586 2.7995 0.0543 0.132
H 1.8858 2.7244 0.8443 0.131
H 3.2937 2.8474 2.8296 0.129
H 3.2007 0.9686 4.5958 0.150
H 2.3049 -1.1131 5.2117 0.134
H 0.7239 -2.9856 4.8842 0.129
H -0.5813 -3.0144 2.6968 0.115
H -0.5041 4.0088 -1.6219 0.126
O -4.1949 -2.6319 0.6964 0.199
C -3.2162 -2.1191 0.5024 0.029
C 0.8852 -1.6862 -2.5663 -0.077
C 0.8099 -3.1349 -2.1277 -0.205
O -0.2467 -3.1974 -1.0945 -0.232
H 1.7267 -1.5686 -3.2819 0.121
H 1.0733 -0.9548 -1.7485 0.067
H -0.0170 -1.4022 -3.1073 0.087
H 1.7634 -3.4554 -1.6120 0.148
H 0.5668 -3.8488 -2.9001 0.131
H -0.4541 -4.1456 -0.9272 0.142
```

Computed properties:
Energy above the lowest of the compared OMol25 structures with the same formula, charge and spin in kJ/mol: 0.0
Total charge: +2
2S+1: 1
HOMO level in Eh: -0.51462
Gap between HOMO and LUMO in eV: 7.04
LUMO energy in eV: -6.962

---

# 5
Formula: C19H16ClN3O3
Source: OMol25
Level of theory: ωB97M-V with the def2-TZVPD basis set

Geometry as XYZ:
```
42
Properties=species:S:1:pos:R:3:lowdin_charge:R:1
C 2.1319 -3.4404 -1.5909 -0.083
O 1.4417 -3.5694 -0.3697 -0.096
C 0.2235 -2.9824 -0.2489 -0.284
C -0.4210 -2.2673 -1.2521 0.003
C -1.6632 -1.7051 -1.0132 -0.023
C -2.2875 -1.8402 0.2177 -0.224
C -3.5609 -1.0944 0.5232 -0.124
N -3.2440 0.1286 1.2697 0.086
C -2.4558 1.0505 0.6565 -0.247
O -1.4698 1.6497 1.3561 0.131
C -0.8714 2.5056 0.4715 -0.297
C 0.3474 3.2575 0.8883 -0.089
O 1.5192 2.6820 0.3482 -0.060
C 1.8657 1.4078 0.6902 -0.284
C 1.3517 0.6851 1.7599 -0.009
C 1.7962 -0.6012 2.0190 -0.076
C 2.7694 -1.1837 1.2303 -0.093
C 3.3025 -0.4732 0.1675 -0.111
C 2.8499 0.8039 -0.1028 -0.585
Cl 3.4990 1.6905 -1.4322 0.723
N -1.4105 2.4892 -0.6931 0.216
C -2.4356 1.5753 -0.6258 -0.220
C -3.2754 1.2768 -1.7038 -0.189
N -3.9705 1.0086 -2.5770 0.168
C -1.6403 -2.5637 1.2159 -0.038
C -0.4072 -3.1329 0.9880 -0.009
H 2.3252 -2.3906 -1.8309 0.086
H 3.0782 -3.9600 -1.4496 0.096
H 1.5821 -3.9094 -2.4128 0.098
H 0.0310 -2.1359 -2.2217 0.109
H -2.1533 -1.1575 -1.8045 0.104
H -4.0776 -0.8061 -0.3935 0.111
H -4.2367 -1.6822 1.1462 0.126
H -2.9312 -0.0587 2.2154 0.143
H 0.3925 3.3156 1.9828 0.137
H 0.3202 4.2631 0.4627 0.145
H 0.6051 1.1202 2.4043 0.105
H 1.3765 -1.1444 2.8516 0.107
H 3.1111 -2.1856 1.4340 0.108
H 4.0708 -0.9022 -0.4562 0.106
H -2.1127 -2.6862 2.1809 0.114
H 0.0962 -3.7004 1.7544 0.120
```

Computed properties:
Energy above the lowest of the compared OMol25 structures with the same formula, charge and spin in kJ/mol: 98.7
Total charge: 0
2S+1: 1
HOMO level in Eh: -0.31434
Gap between HOMO and LUMO in eV: 9.05
SMILES: COc1ccc(CNc2oc(COc3ccccc3Cl)nc2C#N)cc1
LUMO energy in eV: 0.501

---

# 6
Formula: C19H16CsF6N5O4S2Se
Source: OMol25
Level of theory: ωB97M-V with the def2-TZVPD basis set

Geometry as XYZ:
```
54
Properties=species:S:1:pos:R:3:lowdin_charge:R:1
Cs -0.9743 -0.1903 -0.3412 1.224
Se 6.4876 -5.1326 -0.1862 0.819
N 6.1815 -3.3218 -0.2583 -0.311
C 4.8440 -3.2161 -0.2780 -0.410
C 4.1873 -1.9252 -0.3340 -0.104
C 4.9024 -0.7215 -0.3602 -0.026
C 4.2183 0.4749 -0.4069 -0.068
C 2.8191 0.4753 -0.4343 -0.144
N 2.1331 -0.6566 -0.4187 0.033
C 2.7802 -1.8217 -0.3650 -0.165
C 1.9646 -3.0602 -0.3123 -0.161
N 0.6367 -2.9349 -0.3136 0.048
C -0.1074 -4.0278 -0.2472 -0.158
C 0.4510 -5.3060 -0.1841 -0.075
C 1.8230 -5.4495 -0.1873 -0.024
C 2.6311 -4.3063 -0.2501 -0.106
C 4.0712 -4.3874 -0.2409 -0.411
N 4.7079 -5.5764 -0.1883 -0.319
H 5.9835 -0.7674 -0.3377 0.099
H 4.7484 1.4204 -0.4223 0.091
H 2.2236 1.3852 -0.4727 0.064
H -1.1816 -3.8769 -0.2396 0.087
H -0.2046 -6.1674 -0.1284 0.090
H 2.3054 -6.4163 -0.1367 0.098
F -4.8513 3.1278 1.4045 0.128
C -4.7104 1.8885 1.8892 -0.665
F -5.7450 1.6397 2.7007 0.123
F -3.5897 1.8421 2.6138 0.134
S -4.6574 0.6768 0.4896 0.580
O -3.3687 0.8444 -0.1217 -0.547
O -5.8467 0.9726 -0.2421 -0.272
N -4.8079 -0.6855 1.2943 -0.293
S -3.8101 -1.8949 1.3286 0.554
O -4.5005 -3.0480 1.8219 -0.280
O -2.9640 -1.9868 0.1666 -0.489
C -2.6120 -1.5596 2.7049 -0.674
F -3.2377 -1.1008 3.7879 0.137
F -1.6761 -0.6828 2.3288 0.009
F -1.9807 -2.6934 3.0251 0.134
C -1.1043 3.8494 -2.4814 -0.117
C -0.5352 4.2695 -1.1226 -0.795
C 0.5651 5.3178 -1.3606 -0.115
C -1.6621 4.9337 -0.3141 -0.101
C 0.0161 3.0617 -0.3813 -0.126
H -1.5195 4.6955 -3.0444 0.062
H -1.8978 3.1125 -2.3384 0.063
H -0.3240 3.3791 -3.0838 0.064
H 0.2018 6.1759 -1.9429 0.059
H 1.4030 4.8704 -1.9001 0.064
H 0.9478 5.6869 -0.4059 0.061
H -2.0674 5.8138 -0.8302 0.063
H -1.2859 5.2528 0.6608 0.066
H -2.4795 4.2317 -0.1388 0.061
H 0.4684 3.5158 0.5359 -0.058
```

Computed properties:
Energy above the lowest of the compared OMol25 structures with the same formula, charge and spin in kJ/mol: 48.2
Total charge: -2
2S+1: 1
HOMO level (alpha / beta) in Eh: -0.01892 / -0.01203
Gap between HOMO and LUMO (alpha / beta) in eV: 4.41 / 4.22
LUMO energy (alpha / beta) in eV: 3.891 / 3.890